# 1
Here is a structure of composition C3H3FS2 in a non-equilibrium geometry from OMol25. Energies are from ωB97M-V/def2-TZVPD.

```
9
Properties=species:S:1:pos:R:3:lowdin_charge:R:1
C 0.49045 -0.40008 0.03179 -0.451
C -0.74433 0.07634 0.86194 -0.366
C 0.29193 0.53290 -1.06794 -1.119
H 1.46507 -0.34483 0.55554 0.155
H -0.44513 0.59509 1.79140 0.082
H -1.48903 -0.70944 1.14403 0.098
F 0.37621 -1.72715 -0.48604 -0.039
S -1.21563 1.20186 -0.48824 0.936
S 1.27045 0.77530 -2.34248 0.703
```

Spin multiplicity: 1
Total charge: 0
Energy above the lowest of the compared OMol25 structures with the same formula, charge and spin, kJ/mol: 14.23
Highest occupied orbital energy, eV: -9.0

---

# 2
Here is a structure of composition C5H13N3O2 in a non-equilibrium geometry from OMol25. Energies are from ωB97M-V/def2-TZVPD.

```
23
Properties=species:S:1:pos:R:3:lowdin_charge:R:1
C -0.47058 -0.68159 0.93130 -0.421
C -0.10627 -0.99645 2.35658 -0.014
C -1.83801 -0.06350 0.76443 -0.008
C 0.93752 1.00139 0.44747 -0.656
N 2.17155 0.31283 0.47024 0.152
O -0.07104 -1.53214 0.03152 -0.004
O 0.62428 1.78975 1.36255 0.016
H -0.20558 -1.08915 -1.17962 0.102
H 2.15659 -0.58344 0.00150 0.093
H 2.51542 0.22748 1.41648 0.101
H 0.84776 -1.51122 2.41260 0.088
H -0.06459 -0.07376 2.92655 0.089
H -0.86906 -1.63491 2.79681 0.101
H -2.58662 -0.66287 1.28352 0.102
H -2.11741 0.02200 -0.28402 0.073
H -1.82367 0.93135 1.20949 0.090
N 0.56949 1.32109 -0.88060 0.132
C -0.15232 -0.08229 -3.40141 -0.250
N -0.60606 -0.44615 -2.30308 -0.062
H 1.32230 1.39402 -1.55101 0.096
H -0.16913 2.00779 -0.94283 0.115
H 0.65387 0.65219 -3.55703 0.028
H -0.71845 -0.30243 -4.31143 0.035
```

Spin multiplicity: 1
Total charge: 0
Energy above the lowest of the compared OMol25 structures with the same formula, charge and spin, kJ/mol: 463.63
Highest occupied orbital energy (alpha / beta), eV: -6.8 / -6.8

---

# 3
Here is an isolated molecule of C8H8N2O in a non-equilibrium geometry from OMol25. Energies are from ωB97M-V/def2-TZVPD.

```
19
Properties=species:S:1:pos:R:3:lowdin_charge:R:1
C -1.38189 0.84150 0.05792 -0.101
C -1.52049 -0.75106 0.07210 -0.115
C -0.26344 0.68416 -1.03309 -0.109
C -0.21136 0.68399 1.10913 -0.131
C -0.47091 -0.90563 -1.06127 -0.175
C -0.33757 -0.86328 1.03864 -0.165
C 0.72669 1.28914 0.03334 -0.259
C 0.47333 -1.49623 -0.07559 0.049
N 2.10365 1.05527 0.13277 0.107
N 2.47884 -0.08579 -0.13768 -0.153
O 3.50767 -0.73984 -0.19304 0.011
H -2.23532 1.47709 0.21004 0.128
H -2.52921 -1.17243 -0.02280 0.140
H -0.39756 1.27317 -1.88990 0.110
H -0.27194 1.24715 1.99115 0.117
H -0.45930 -1.13540 -2.11675 0.132
H -0.49117 -1.24482 1.95047 0.096
H 0.43103 2.41934 0.10212 0.179
H 0.84896 -2.57632 -0.16754 0.139
```

Spin multiplicity: 1
Total charge: 0
Energy above the lowest of the compared OMol25 structures with the same formula, charge and spin, kJ/mol: 969.74
Highest occupied orbital energy (alpha / beta), eV: -7.8 / -8.4

---

Number 1: DFT total energy -27546.353 eV. Number 2: DFT total energy -13957.229 eV. Number 3: DFT total energy -13444.178 eV.